A cluster of 3 separate species, C16H40BF2O6P in total, computed with the ωB97M-V functional and the def2-TZVPD basis.

SMILES = CCOCCO[PH](F)(CCCF)B(O)OC.CCOCC.CCOCC
maximum force = 2.19 eV/Å
calculated total energy = -1650.9953 a.u.
LUMO energy = 0.64 eV
energy above the lowest of the compared OMol25 structures with the same formula, charge and spin = 21.2 kcal/mol
Kohn-Sham gap = 10.141 eV

```
! wB97M-V def2-TZVPD RIJCOSX def2/J DEFGRID3
* xyz 0 1
C 3.50451 0.65951 0.04916
C 3.10649 0.87852 -1.45545
O 1.83682 0.27320 -1.70817
C 0.77421 1.21816 -1.52528
C -0.53213 0.44291 -1.93810
O -1.72405 1.21695 -1.82646
P -2.15314 1.63111 -0.19638
F -2.50586 2.21386 1.42126
C -3.88591 0.89725 -0.34284
C -3.92932 -0.45323 0.48916
C -3.43240 -1.63423 -0.39443
F -4.07638 -1.69047 -1.63494
B -1.82945 3.47848 -0.67192
O -2.80184 4.26150 -1.36565
O -0.58619 4.11594 -0.37083
C -0.78125 4.80897 0.89297
H 4.62233 0.67537 0.09032
H 3.07417 1.45591 0.70815
H 3.17493 -0.31879 0.45808
H 3.13665 1.95432 -1.74188
H 3.86206 0.33800 -2.08024
H 0.91483 2.15492 -2.10870
H 0.73499 1.44743 -0.42520
H -0.40858 0.20926 -3.02669
H -0.55869 -0.54043 -1.41425
H -1.18198 0.77745 0.38400
H -4.14238 0.74767 -1.40904
H -4.57332 1.60379 0.18336
H -4.93593 -0.67382 0.90421
H -3.22703 -0.34860 1.35132
H -2.32795 -1.57488 -0.56005
H -3.59590 -2.61292 0.12197
H -2.63726 4.20240 -2.31446
H -0.37070 5.83876 0.78768
H -0.26607 4.25948 1.71280
H -1.87210 4.81440 1.14673
C 3.86294 -1.98810 -5.15879
C 5.09606 -1.24864 -4.66843
O 5.52226 -1.65178 -3.37595
C 5.87888 -3.01694 -3.23034
C 7.02220 -3.44778 -4.13256
H 3.03482 -1.85393 -4.45850
H 3.55980 -1.61257 -6.13805
H 4.04078 -3.06038 -5.25372
H 4.86286 -0.18447 -4.59892
H 5.91927 -1.33894 -5.38470
H 5.00087 -3.65465 -3.37740
H 6.18114 -3.14424 -2.18900
H 6.77032 -3.34716 -5.18940
H 7.27713 -4.49280 -3.94730
H 7.90642 -2.83431 -3.94663
C -2.09432 0.38999 4.87970
C -3.59878 0.33359 4.67768
O -4.09488 -0.98164 4.47239
C -3.87014 -1.90808 5.52274
C -4.49443 -1.49470 6.84414
H -1.57771 -0.04953 4.02279
H -1.76594 1.42444 4.99490
H -1.78061 -0.16041 5.76824
H -3.85428 0.90369 3.78247
H -4.12505 0.81190 5.51014
H -2.79736 -2.09674 5.63740
H -4.31596 -2.85082 5.19922
H -4.07844 -0.55808 7.21842
H -4.32300 -2.26293 7.60036
H -5.57102 -1.35213 6.72888
*
```

A cluster of 10 separate species, C16H40O16 in total, computed with the ωB97M-V functional and the def2-TZVPD basis.

SMILES = C[C@H]1COC(=O)O1.C[C@H]1COC(=O)O1.C[C@H]1COC(=O)O1.CO.CO.CO.CO.O.O.O
maximum force = 6.98 eV/Å
calculated total energy = -1837.3603 a.u.
LUMO energy = 0.19 eV
energy above the lowest of the compared OMol25 structures with the same formula, charge and spin = 19.4 kcal/mol
Kohn-Sham gap = 10.311 eV

```
! wB97M-V def2-TZVPD RIJCOSX def2/J DEFGRID3
* xyz 0 1
C 7.61925 5.43067 -2.67470
C 7.05445 5.64554 -1.24397
C 5.98843 6.77297 -1.20312
O 5.00219 6.12468 -0.40851
C 5.28114 4.78284 -0.21944
O 4.60377 4.08095 0.51962
O 6.43762 4.46976 -0.81755
H 8.09359 6.35654 -3.00007
H 6.79014 5.18813 -3.33943
H 8.41290 4.68736 -2.75023
H 7.84582 5.91781 -0.54562
H 5.71344 7.01531 -2.22965
H 6.31786 7.67303 -0.68401
C -0.98776 1.04532 0.01033
C -2.26397 0.43495 0.63431
C -2.59011 -1.00152 0.24258
O -2.93886 -1.65076 1.44115
C -2.59718 -0.82447 2.46331
O -2.77232 -1.11633 3.71705
O -2.11169 0.35571 1.98611
H -0.06031 0.47942 0.09805
H -0.71808 1.95317 0.54995
H -1.19876 1.20713 -1.04674
H -3.10227 1.12270 0.52305
H -1.82094 -1.49444 -0.35200
H -3.48499 -0.86592 -0.36478
C 2.71387 -3.44098 3.22570
C 2.66789 -3.99900 1.81415
C 3.41268 -5.25144 1.44549
O 2.49841 -5.80706 0.44887
C 1.30474 -5.27276 0.60136
O 0.33787 -5.52680 -0.16194
O 1.33026 -4.32353 1.48884
H 2.02723 -2.59469 3.24663
H 3.70249 -3.16820 3.59494
H 2.43268 -4.10487 4.04318
H 2.89579 -3.24745 1.05828
H 3.71920 -5.87481 2.28546
H 4.33332 -4.92652 0.96078
C -6.37517 -4.95160 -1.37372
O -7.21239 -3.89078 -1.75635
H -6.89345 -5.90787 -1.44477
H -5.42491 -4.92319 -1.90692
H -6.07337 -4.82690 -0.33379
H -7.87811 -3.86558 -1.06513
C -1.43605 -5.68755 6.67903
O -1.94906 -6.44005 7.79940
H -2.16297 -5.66774 5.86706
H -1.20298 -4.70409 7.08719
H -0.51395 -6.08858 6.25828
H -2.90775 -6.39277 7.81603
C -4.23521 3.37973 -4.80172
O -4.63245 2.02387 -4.94196
H -3.64897 3.72009 -5.65528
H -5.18550 3.89094 -4.64765
H -3.60830 3.40477 -3.91039
H -5.39864 1.96483 -5.51734
C -2.57053 5.55396 3.78829
O -2.89645 6.93668 3.86441
H -1.90651 5.43437 2.93222
H -2.08685 5.02531 4.60968
H -3.47128 5.01196 3.50016
H -3.27797 7.16145 4.71618
O -1.74708 -1.13697 -4.88255
H -2.65074 -0.83510 -4.79027
H -1.63906 -1.28751 -5.82165
O 1.72670 -2.57689 -3.26002
H 0.78503 -2.40582 -3.27483
H 1.82015 -3.44013 -3.66293
O 0.85320 2.10050 -5.91418
H 1.69871 1.67701 -5.76589
H 0.21213 1.49123 -5.54801
*
```

A cluster of 4 separate species, C16H40O8 in total, computed with the ωB97M-V functional and the def2-TZVPD basis.

SMILES = COCCOC.COCCOC.COCCOC.COCCOC
maximum force = 3.69 eV/Å
calculated total energy = -1235.2691 a.u.
LUMO energy = 0.77 eV
energy above the lowest of the compared OMol25 structures with the same formula, charge and spin = 131.4 kcal/mol
Kohn-Sham gap = 10.127 eV

```
! wB97M-V def2-TZVPD RIJCOSX def2/J DEFGRID3
* xyz 0 1
C 0.97455 1.21843 0.44951
O 0.75537 0.08341 -0.28148
C 1.67468 -0.20321 -1.32086
C 1.23097 0.38436 -2.62966
O 0.88571 1.73760 -2.46812
C -0.21598 2.26007 -3.16584
H 0.16869 1.30070 1.17884
H 0.87251 2.19418 -0.02546
H 1.86863 1.20544 1.07285
H 1.78252 -1.26180 -1.55721
H 2.67451 0.17562 -1.10890
H 0.35201 -0.20405 -2.89292
H 1.95618 0.30259 -3.43928
H -0.20449 2.30810 -4.25472
H -0.48622 3.26001 -2.82645
H -1.08901 1.66453 -2.89891
C -6.82968 -1.04383 0.38250
O -6.34710 -2.07664 -0.45974
C -5.06868 -1.76479 -1.12886
C -4.23791 -2.96449 -1.16210
O -3.18184 -2.61191 -2.06327
C -1.99304 -2.12553 -1.43418
H -6.68633 -0.03493 -0.00436
H -6.29376 -1.07987 1.33098
H -7.89793 -1.12914 0.58164
H -4.49544 -1.05730 -0.52973
H -5.20969 -1.18199 -2.03911
H -4.80691 -3.71743 -1.70745
H -3.93457 -3.33951 -0.18463
H -1.37147 -1.69311 -2.21826
H -1.48556 -2.90375 -0.86415
H -2.32418 -1.30629 -0.79599
C -2.85423 -5.49335 1.94999
O -2.53859 -4.22733 2.53891
C -2.02832 -4.23006 3.89368
C -1.83290 -2.83838 4.54532
O -0.86605 -2.05116 3.81598
C -1.06525 -1.54929 2.52155
H -3.42514 -5.24913 1.05416
H -3.29968 -6.27674 2.56316
H -1.87188 -5.87242 1.66820
H -1.01991 -4.64330 3.87255
H -2.64049 -4.88111 4.51776
H -1.52477 -2.91455 5.58808
H -2.81215 -2.36644 4.62564
H -1.96801 -0.94190 2.45677
H -0.99423 -2.22352 1.66805
H -0.16165 -0.94508 2.44067
C 3.38556 3.45970 -1.58567
O 4.20518 3.56928 -0.51598
C 5.54235 3.20518 -0.60941
C 6.47731 4.42108 -0.76444
O 6.79871 4.92128 0.51247
C 7.21490 6.28022 0.40344
H 2.31255 3.64423 -1.53377
H 3.39825 2.44474 -1.98291
H 3.72441 4.06316 -2.42777
H 5.61955 2.67281 -1.55742
H 5.81600 2.48797 0.16443
H 6.03537 5.14001 -1.45431
H 7.38425 3.99457 -1.19298
H 6.40982 6.95192 0.10552
H 8.10305 6.39574 -0.21781
H 7.43972 6.65654 1.40140
*
```

A cluster of 3 separate species, C16H41N2O2PS in total, computed with the ωB97M-V functional and the def2-TZVPD basis.

SMILES = CCN(CC)CC.CCN(CC)CC.CCSCPCOO
maximum force = 0.33 eV/Å
calculated total energy = -1633.5920 a.u.
LUMO energy = 0.77 eV
Kohn-Sham gap = 8.745 eV

```
! wB97M-V def2-TZVPD RIJCOSX def2/J DEFGRID3
* xyz 0 1
C 1.34459 -3.19023 3.62446
C 1.04436 -1.70785 3.78125
N 1.18669 -0.96390 2.54080
C 1.18551 0.47925 2.72297
C -0.09922 1.13862 3.23046
C 0.40475 -1.45586 1.41605
C -1.11647 -1.55953 1.58774
H 2.33323 -3.33774 3.18724
H 1.32039 -3.67712 4.60032
H 0.61236 -3.69303 2.99147
H 1.75735 -1.27240 4.48761
H 0.05052 -1.59434 4.24368
H 1.45304 0.92602 1.76041
H 2.00360 0.71666 3.41086
H -0.87253 1.16856 2.46513
H 0.10835 2.17211 3.51399
H -0.49841 0.62583 4.10798
H 0.78766 -2.44280 1.14488
H 0.63186 -0.80633 0.56550
H -1.38712 -2.01133 2.54376
H -1.52558 -2.19597 0.80008
H -1.61260 -0.59223 1.52194
C 1.11829 -3.86458 -2.10673
C 0.43126 -3.62526 -3.44244
N -1.01528 -3.52485 -3.33089
C -1.70379 -3.58339 -4.60895
C -1.46954 -2.44244 -5.60567
C -1.50517 -2.53421 -2.38577
C -1.07640 -1.07448 -2.58469
H 0.69901 -4.74124 -1.61045
H 2.18437 -4.03237 -2.26516
H 1.02097 -3.01114 -1.43403
H 0.63307 -4.47280 -4.10411
H 0.89145 -2.74735 -3.92379
H -2.77450 -3.66385 -4.40085
H -1.41189 -4.52498 -5.08417
H -1.97583 -1.52522 -5.30697
H -1.85491 -2.72755 -6.58645
H -0.40751 -2.22093 -5.72141
H -1.19042 -2.84535 -1.38727
H -2.59640 -2.59931 -2.38525
H -0.01193 -0.99914 -2.81461
H -1.25409 -0.51161 -1.66553
H -1.62738 -0.58161 -3.38460
C 3.54416 3.78473 0.75502
C 2.51383 4.91664 0.66073
S 0.99375 4.44157 1.52576
C -0.05065 5.85044 1.08019
P -1.25442 5.51890 -0.30628
C -1.95580 3.89872 0.22174
O -2.34393 3.96430 1.57505
O -2.87167 2.64151 1.87115
H 4.51297 4.15996 1.08537
H 3.68347 3.29131 -0.20550
H 3.23615 3.01731 1.46631
H 2.26181 5.13571 -0.37868
H 2.89915 5.83517 1.10532
H 0.61904 6.64422 0.74158
H -0.55676 6.20079 1.97440
H -2.32779 6.25899 0.24507
H -1.19662 3.12038 0.08633
H -2.81721 3.67846 -0.41898
H -3.10521 2.76819 2.80662
*
```